C15H44N4O7 | ωB97M-V/def2-TZVPD

Geometry as XYZ:
```
70
C15H44N4O7, DFT ωB97M-V/def2-TZVPD
C -0.128 -0.399 -1.259
O 0.109 -1.085 -2.271
N 0.039 -0.743 0.038
N -0.421 0.932 -1.421
H -0.211 -0.041 0.720
H 0.325 -1.701 0.189
H -0.438 1.202 -2.387
H -0.775 1.372 -0.591
C 2.686 -0.722 -4.704
O 3.415 -0.603 -5.685
N 1.356 -0.963 -4.736
N 3.123 -0.586 -3.413
H 0.933 -1.186 -3.835
H 0.788 -1.193 -5.528
H 4.105 -0.492 -3.229
H 2.509 -0.660 -2.623
C 3.145 -2.452 0.583
C 2.330 -3.074 -0.535
O 1.132 -3.611 0.020
H 2.534 -1.817 1.229
H 3.921 -1.775 0.226
H 3.534 -3.265 1.198
H 2.968 -3.728 -1.134
H 2.001 -2.273 -1.205
H 0.705 -4.122 -0.676
C -1.143 3.602 0.990
C -0.143 2.831 1.889
O -0.386 1.446 1.811
H -1.262 4.664 1.210
H -2.120 3.117 0.975
H -0.792 3.585 -0.046
H -0.294 3.331 2.849
H 0.840 3.003 1.457
H -1.191 1.231 2.320
C -3.494 -0.498 1.773
C -3.793 0.281 3.051
C -3.690 -0.641 4.246
O -2.810 1.319 3.181
H -4.169 -1.335 1.606
H -2.527 -1.009 1.825
H -3.455 0.257 0.987
H -4.788 0.697 2.874
H -2.651 -0.989 4.266
H -4.232 -1.583 4.168
H -3.857 -0.161 5.211
H -2.903 1.788 4.015
C -1.331 0.768 -5.121
C -1.009 2.223 -4.804
C -1.375 3.260 -5.858
O -1.723 2.503 -3.571
H -2.403 0.587 -5.201
H -0.918 0.128 -4.346
H -0.853 0.551 -6.079
H 0.068 2.368 -4.669
H -2.395 3.093 -6.202
H -0.673 3.076 -6.677
H -1.120 4.268 -5.530
H -2.173 3.347 -3.666
C 0.856 -1.060 3.951
C 2.002 -2.044 4.311
C 3.369 -1.353 4.292
O 1.699 -2.585 5.586
H 1.054 -0.652 2.958
H 0.892 -0.319 4.749
H -0.115 -1.546 3.862
H 1.990 -2.843 3.567
H 3.599 -0.808 5.205
H 3.340 -0.593 3.503
H 4.084 -2.047 3.852
H 2.310 -2.271 6.255
```

Calculated values
**Highest occupied orbital energy**: -9.05 eV
**Total charge**: 0
**SMILES**: NC(N)=O.NC(N)=O.CC(C)O.CC(C)O.CC(C)O.CCO.CCO
**Energy relative to the best compared isomer or geometry (same formula, charge and spin)**: 8.06 kJ/mol
**Spin multiplicity**: 1

C15H45CrFN3O6 | ωB97M-V/def2-TZVPD

Geometry as XYZ:
```
71
C15H45CrFN3O6, DFT ωB97M-V/def2-TZVPD
Cr 0.213 0.780 0.770
F -0.064 -1.079 -0.228
C -2.089 0.970 -2.057
C -0.676 1.669 -2.085
C -0.550 2.674 -3.261
O -1.535 3.702 -2.924
C -1.728 4.780 -3.843
N -0.352 2.287 -0.850
H -2.840 1.748 -1.923
H -2.272 0.337 -1.189
H -2.329 0.285 -2.871
H 0.187 1.031 -2.276
H -0.861 2.263 -4.221
H 0.459 3.083 -3.297
H -2.381 4.675 -4.710
H -0.801 5.269 -4.141
H -2.405 5.434 -3.293
H -1.180 2.809 -0.599
H 0.318 2.988 -1.134
C -3.091 0.577 3.460
C -1.699 0.735 2.953
C -0.807 -0.461 3.192
O 0.458 -0.366 2.557
C 1.566 -0.952 3.237
N -1.790 0.970 1.526
H -3.721 -0.276 3.206
H -3.751 1.378 3.128
H -3.088 0.769 4.533
H -1.455 1.702 3.393
H -1.299 -1.334 2.761
H -0.756 -0.594 4.273
H 1.603 -0.458 4.208
H 2.502 -0.984 2.678
H 1.354 -2.018 3.313
H -2.343 0.185 1.215
H -2.452 1.733 1.506
C 3.134 -1.194 -1.468
C 3.319 -0.417 -0.203
C 4.734 0.227 0.030
O 4.574 1.404 0.878
C 5.532 2.432 0.692
N 2.322 0.666 -0.181
H 3.718 -2.097 -1.293
H 3.374 -0.672 -2.395
H 2.126 -1.603 -1.531
H 3.073 -1.111 0.600
H 5.072 0.587 -0.942
H 5.530 -0.384 0.456
H 6.531 2.085 0.958
H 5.157 3.238 1.323
H 5.577 2.691 -0.366
H 2.905 1.315 0.328
H 2.429 1.052 -1.108
C -4.043 -2.059 1.095
O -2.909 -1.327 0.644
H -4.377 -2.780 0.349
H -3.910 -2.481 2.092
H -4.823 -1.303 1.179
H -2.178 -1.889 0.377
C -1.454 -3.673 -2.487
O -0.274 -2.947 -2.388
H -2.351 -3.055 -2.444
H -1.384 -4.218 -3.428
H -1.663 -4.291 -1.614
H -0.369 -2.135 -1.886
C -0.229 -4.005 1.061
O 1.137 -3.412 1.162
H -0.130 -5.041 0.736
H -0.904 -3.845 1.901
H -0.700 -3.446 0.253
H 1.109 -2.624 0.614
```

Calculated values
**Highest occupied orbital energy (spin up / spin down)**: -11.27 / -11.80 eV
**Total charge**: +1
**Spin multiplicity**: 5

C15H45O8 | ωB97M-V/def2-TZVPD

Geometry as XYZ:
```
68
C15H45O8, DFT ωB97M-V/def2-TZVPD
C 0.070 0.088 0.856
O -0.645 -0.451 1.880
H 1.054 0.588 1.012
H 0.137 -0.590 -0.026
H -0.422 0.961 0.344
C 4.497 1.805 1.509
C 4.103 0.612 0.645
O 5.293 0.228 -0.087
H 4.860 2.644 0.911
H 5.163 1.551 2.330
H 3.584 2.202 1.976
H 3.353 0.902 -0.095
H 3.736 -0.213 1.250
H 5.558 0.998 -0.594
C -3.145 1.940 3.810
C -3.215 0.465 4.214
O -3.272 -0.375 3.053
H -2.498 2.144 2.959
H -2.960 2.545 4.700
H -4.133 2.225 3.426
H -4.072 0.279 4.855
H -2.233 0.229 4.637
H -2.541 0.010 2.519
C -1.327 -3.141 -1.301
C -2.582 -2.743 -0.544
O -2.642 -3.299 0.746
H -0.501 -2.470 -1.091
H -1.520 -3.252 -2.375
H -1.087 -4.189 -1.080
H -3.479 -2.889 -1.168
H -2.620 -1.661 -0.389
H -2.686 -4.257 0.654
C -3.870 1.932 -0.012
C -4.715 3.095 0.525
O -5.925 3.217 -0.239
H -3.603 1.920 -1.071
H -4.393 0.977 0.083
H -2.942 1.817 0.552
H -4.141 4.017 0.411
H -5.000 2.941 1.560
H -5.903 3.983 -0.811
C 1.883 -1.391 -2.484
C 2.928 -1.980 -3.416
O 3.982 -2.614 -2.743
H 1.292 -2.207 -2.060
H 1.006 -1.028 -3.040
H 2.214 -0.631 -1.784
H 3.299 -1.273 -4.169
H 2.411 -2.718 -4.038
H 4.744 -2.081 -2.517
C 3.263 -4.454 0.654
C 2.306 -3.408 1.173
O 1.066 -3.949 1.655
H 2.816 -5.058 -0.139
H 3.705 -5.025 1.472
H 4.107 -3.944 0.177
H 2.022 -2.703 0.387
H 2.782 -2.919 2.022
H 0.843 -4.604 0.983
C -0.236 3.515 -1.704
C 0.398 4.360 -2.799
O 0.160 3.797 -4.091
H -1.260 3.297 -2.004
H -0.051 3.926 -0.710
H 0.301 2.568 -1.603
H 1.472 4.442 -2.629
H -0.014 5.375 -2.831
H -0.770 3.926 -4.295
```

Calculated values
**Highest occupied orbital energy**: -2.80 eV
**Total charge**: -1
**Energy relative to the best compared isomer or geometry (same formula, charge and spin)**: 195.06 kJ/mol
**Spin multiplicity**: 1

- Look up the spin multiplicity of the first one.
  1

- Number 1 is which compound?
  C15H44N4O7